(1)
97
Properties=species:S:1:pos:R:3:forces:R:3 method="wB97M-V/def2-TZVPD" multiplicity=2 relative_energy_kcal_mol=123.74 gap_ev="5.3 / 5.3" total_charge=+1
Rh -0.619 -0.300 0.638 0.00 -2.20 1.40
N -4.519 -2.439 0.550 0.19 -0.32 -0.45
C -5.323 -1.708 1.442 -0.30 0.27 0.41
C -6.208 -2.351 2.294 0.19 -0.08 -0.10
C -6.990 -1.610 3.169 -0.05 0.05 0.08
C -6.876 -0.229 3.215 -0.07 -0.03 0.03
C -5.974 0.413 2.379 0.16 -0.03 -0.08
C -5.214 -0.327 1.491 0.05 -0.12 -0.10
S -4.094 0.474 0.389 -0.33 0.58 0.02
N -3.005 -0.723 0.004 0.12 -1.41 -0.39
C -3.306 -1.989 0.078 -0.97 1.77 0.24
C -2.309 -2.955 -0.295 0.58 -2.23 -0.64
C -2.548 -4.302 -0.382 -0.73 2.33 0.20
C -1.629 -5.373 -0.463 1.79 -0.98 -0.05
C -0.282 -5.417 -0.229 -1.70 -0.76 -0.33
C 0.627 -4.354 0.047 0.22 1.55 0.02
N 0.485 -3.085 -0.103 1.08 -1.29 0.60
H -4.659 -3.433 0.563 -0.01 0.01 0.12
H -6.288 -3.432 2.272 -0.02 0.00 -0.01
H -7.686 -2.119 3.821 -0.01 0.00 -0.01
H -7.490 0.346 3.894 0.01 0.00 0.00
H -5.859 1.490 2.397 -0.04 0.00 0.06
H -3.591 -4.606 -0.380 0.07 -0.11 0.33
H -2.087 -6.343 -0.623 -0.01 0.00 -0.03
H 0.141 -6.413 -0.170 0.10 0.03 -0.15
H 1.611 -4.627 0.417 -0.04 -0.09 0.15
C -1.892 -4.623 4.794 0.09 0.13 -0.13
C -2.079 -3.892 3.482 -0.20 -0.25 0.11
O -1.058 -2.880 3.368 -0.49 0.08 -0.63
P -1.429 -1.488 2.611 1.47 1.64 1.28
S 0.252 -0.372 2.919 -0.20 0.03 -0.77
S -0.744 -2.279 -0.841 -0.57 0.81 -0.21
O -2.676 -0.909 3.446 0.00 -0.34 -0.80
C -2.595 -0.426 4.804 0.03 0.11 0.30
C -2.587 1.089 4.816 -0.03 -0.15 -0.13
H -2.569 -5.477 4.839 -0.01 0.01 0.04
H -2.097 -3.962 5.635 0.00 -0.02 0.02
H -0.867 -4.982 4.875 -0.02 -0.04 0.02
H -3.071 -3.427 3.448 0.04 0.00 -0.05
H -1.988 -4.585 2.640 0.06 0.09 -0.03
H -1.704 -0.832 5.289 0.01 -0.03 -0.07
H -3.477 -0.817 5.311 0.02 -0.04 0.01
H -1.740 1.460 4.243 0.03 0.04 0.01
H -2.506 1.449 5.842 -0.02 0.00 0.00
H -3.508 1.474 4.377 0.01 0.01 0.01
C 2.361 2.027 -0.756 0.27 -0.53 0.69
C 3.425 1.875 0.341 0.03 0.22 -0.32
As 5.266 2.449 -0.190 -0.11 -0.10 0.17
C 4.856 4.130 -1.098 0.02 -0.07 -0.02
C 5.727 4.585 -2.087 -0.01 -0.07 0.05
C 5.491 5.784 -2.741 0.02 0.03 0.01
C 4.386 6.553 -2.403 -0.01 0.03 0.00
C 3.541 6.134 -1.386 0.01 0.05 0.02
C 3.783 4.936 -0.730 0.02 -0.09 0.04
C 5.400 1.219 -1.716 -0.08 0.12 0.02
C 5.083 1.531 -3.035 -0.03 0.03 0.03
C 5.207 0.574 -4.034 -0.02 -0.01 -0.05
C 5.647 -0.704 -3.727 -0.03 -0.05 -0.03
C 5.960 -1.028 -2.415 0.00 -0.04 -0.01
C 5.840 -0.070 -1.419 0.02 0.08 0.10
P 1.072 0.680 -0.749 -0.80 0.83 -0.46
C -0.440 1.722 -0.673 0.05 0.66 -0.30
C -1.483 1.753 -1.608 0.14 0.07 0.02
C -2.507 2.676 -1.473 -0.06 -0.06 -0.03
C -2.538 3.549 -0.392 -0.03 0.02 0.04
C -1.549 3.486 0.576 -0.04 0.03 -0.01
C -0.505 2.581 0.441 0.01 0.02 -0.25
C 1.197 0.009 -2.435 0.04 -0.15 0.27
C 1.735 -1.270 -2.565 -0.01 0.09 -0.03
C 1.890 -1.838 -3.821 0.05 -0.03 0.00
C 1.509 -1.129 -4.949 0.01 -0.04 -0.04
C 1.003 0.159 -4.826 -0.03 0.07 -0.01
C 0.859 0.737 -3.574 0.06 0.00 0.00
H 2.806 1.962 -1.748 0.01 -0.04 -0.07
H 1.838 2.976 -0.678 -0.02 0.00 -0.06
H 3.538 0.828 0.628 0.11 0.00 0.01
H 3.136 2.414 1.244 0.02 0.00 0.03
H 6.598 3.992 -2.345 -0.01 0.02 -0.06
H 6.172 6.122 -3.512 0.00 -0.01 0.00
H 4.196 7.486 -2.917 0.00 0.00 0.00
H 2.693 6.744 -1.100 0.01 0.01 0.01
H 3.139 4.640 0.090 -0.05 0.00 -0.04
H 4.756 2.530 -3.298 -0.03 -0.01 0.02
H 4.963 0.832 -5.057 0.00 0.00 0.00
H 5.755 -1.443 -4.510 0.00 0.00 0.01
H 6.317 -2.021 -2.170 0.00 0.01 0.01
H 6.111 -0.317 -0.398 0.01 -0.04 -0.02
H -1.469 1.076 -2.452 -0.04 0.01 0.00
H -3.292 2.713 -2.217 0.01 0.00 0.00
H -3.339 4.271 -0.303 0.00 -0.01 0.00
H -1.577 4.154 1.426 0.01 -0.02 0.01
H 0.302 2.574 1.166 -0.04 0.01 0.05
H 2.032 -1.815 -1.677 0.02 -0.03 -0.02
H 2.309 -2.831 -3.916 0.00 0.00 -0.01
H 1.612 -1.574 -5.930 0.01 0.01 0.01
H 0.717 0.716 -5.709 0.03 0.00 0.00
H 0.492 1.752 -3.488 -0.02 -0.01 -0.01


(2)
96
Properties=species:S:1:pos:R:3:forces:R:3 method="wB97M-V/def2-TZVPD" multiplicity=3 gap_ev="7.0 / 5.9" total_charge=+3
Au -0.555 0.050 0.662 -0.15 -0.08 0.27
C -0.130 -2.827 2.530 0.00 -0.03 -0.04
C 1.125 -2.277 3.225 0.02 0.00 -0.01
P 0.683 -1.240 4.656 0.07 -0.02 0.00
C -0.503 -0.047 4.022 0.00 0.02 0.03
C -1.884 -0.215 4.165 0.02 0.02 0.00
C -2.758 0.602 3.461 -0.01 0.04 -0.01
C -2.264 1.600 2.626 -0.09 -0.04 0.05
C -0.884 1.802 2.505 0.04 0.04 -0.14
C -0.002 0.971 3.206 0.05 -0.02 0.06
C 0.137 -2.108 6.062 -0.06 0.00 0.04
C 0.487 -3.461 6.253 0.03 -0.01 -0.01
C 0.107 -4.103 7.411 0.00 -0.01 0.01
C -0.591 -3.404 8.396 0.00 0.00 0.00
C -0.913 -2.057 8.231 0.00 -0.01 0.01
C -0.544 -1.401 7.078 0.00 0.00 0.01
C 0.132 -3.226 1.063 -0.02 0.04 -0.01
P -0.779 -2.171 -0.119 0.09 0.23 -0.09
C -0.044 -2.361 -1.737 -0.02 -0.10 -0.03
C -0.185 -1.338 -2.673 -0.01 -0.01 0.00
C 0.348 -1.484 -3.943 0.00 0.00 0.00
C 1.020 -2.652 -4.281 0.00 0.00 -0.01
C 1.156 -3.677 -3.353 0.00 0.00 0.00
C 0.622 -3.538 -2.081 0.01 0.00 0.00
C -2.498 -2.690 -0.200 -0.05 0.03 0.03
C -3.287 -2.692 0.956 -0.02 0.04 -0.03
C -4.611 -3.088 0.889 0.00 0.00 0.01
C -5.160 -3.471 -0.331 -0.01 -0.01 0.00
C -4.386 -3.456 -1.481 0.00 -0.01 0.00
C -3.055 -3.065 -1.423 0.01 -0.05 0.02
H -0.892 -2.046 2.557 -0.06 -0.07 0.03
H -0.539 -3.665 3.095 0.07 -0.04 -0.01
H 1.679 -1.608 2.557 -0.01 -0.01 -0.02
H 1.822 -3.060 3.526 0.00 0.03 0.03
H -2.277 -0.996 4.805 0.01 0.01 0.00
H -3.826 0.469 3.577 0.02 0.00 -0.02
H -2.948 2.263 2.110 0.03 -0.02 0.00
H -0.503 2.656 1.954 0.01 0.01 0.00
H 1.066 1.145 3.131 -0.02 0.02 0.00
H 1.049 -4.001 5.500 -0.03 0.02 0.01
H 0.359 -5.144 7.560 0.00 0.02 0.00
H -0.874 -3.912 9.309 0.00 0.01 -0.01
H -1.437 -1.525 9.013 0.01 -0.01 -0.01
H -0.764 -0.347 6.958 -0.01 -0.01 0.00
H -0.140 -4.265 0.874 -0.02 -0.01 -0.01
H 1.184 -3.106 0.796 0.03 -0.04 0.03
H -0.698 -0.420 -2.405 0.00 -0.03 0.00
H 0.253 -0.684 -4.666 0.00 -0.01 0.01
H 1.443 -2.764 -5.270 0.00 0.00 0.01
H 1.678 -4.585 -3.620 -0.01 0.01 0.00
H 0.730 -4.349 -1.372 0.00 0.01 -0.01
H -2.876 -2.380 1.910 -0.02 0.00 -0.02
H -5.218 -3.104 1.785 0.02 0.00 -0.03
H -6.194 -3.787 -0.380 0.02 0.01 0.00
H -4.813 -3.766 -2.427 0.01 0.01 0.02
H -2.452 -3.073 -2.322 -0.01 0.00 0.01
C -5.532 3.053 -2.476 -0.08 -0.06 -0.01
Ge -3.975 1.905 -2.644 0.06 0.08 -0.06
C -3.867 0.844 -4.266 -0.02 -0.03 -0.02
C -3.644 0.811 -1.055 -0.03 -0.04 0.05
Ge -2.054 3.460 -2.566 0.07 0.08 0.02
C -0.792 3.811 -3.913 0.05 0.00 -0.11
C -0.798 3.039 -5.089 -0.05 0.01 0.03
C 0.118 3.294 -6.091 0.03 0.02 0.00
C 1.037 4.327 -5.934 0.00 -0.01 -0.01
C 1.046 5.109 -4.783 0.00 -0.01 0.00
C 0.138 4.855 -3.772 0.00 -0.02 -0.03
C -1.718 4.410 -0.934 0.04 -0.06 -0.02
C -2.767 5.057 -0.274 -0.03 -0.08 0.13
C -2.519 5.792 0.877 -0.05 -0.03 0.02
C -1.232 5.857 1.396 0.01 0.00 0.00
C -0.185 5.198 0.761 0.00 0.01 0.01
C -0.421 4.488 -0.407 0.05 0.08 -0.03
H -6.432 2.442 -2.562 0.01 0.01 0.01
H -5.556 3.802 -3.266 -0.01 0.01 0.01
H -5.548 3.550 -1.506 -0.02 0.01 -0.01
H -4.591 0.029 -4.204 -0.01 0.02 0.00
H -2.874 0.407 -4.377 -0.02 -0.02 -0.01
H -4.100 1.438 -5.148 0.02 0.00 0.00
H -4.547 0.257 -0.789 0.02 0.01 -0.02
H -3.363 1.435 -0.203 0.01 -0.02 -0.02
H -2.856 0.084 -1.264 0.00 0.03 0.04
H -1.530 2.249 -5.219 0.02 0.02 0.00
H 0.112 2.707 -7.000 0.00 0.01 0.02
H 1.747 4.535 -6.725 -0.01 0.00 0.01
H 1.755 5.920 -4.685 0.00 0.00 0.00
H 0.138 5.472 -2.882 -0.01 0.01 -0.02
H -3.780 5.011 -0.658 0.02 0.01 -0.02
H -3.329 6.318 1.367 0.02 0.00 -0.01
H -1.042 6.435 2.292 0.00 -0.01 -0.02
H 0.821 5.267 1.157 -0.02 0.00 -0.01
H 0.412 4.021 -0.923 -0.03 0.00 0.02
Cl 1.385 1.661 -2.211 0.05 0.08 -0.09
Ge 1.628 0.854 -0.246 -0.05 -0.13 -0.08
Cl 2.918 -0.848 -0.317 0.04 -0.01 -0.01
Cl 2.586 2.340 0.955 -0.03 0.06 0.07